Entry 1:
This record from the OMol25 dataset describes a cluster of 2 separate species, C7H14N2 in total at a distorted geometry. The level of theory is ωB97M-V/def2-TZVPD.

The geometry in XYZ format:
```
23
Properties=species:S:1:pos:R:3:forces:R:3:nbo_charge:R:1
C 0.7295 2.6355 1.3848 -0.50 0.35 0.06 -0.642
C 0.3952 0.0606 1.5572 -0.21 2.05 0.60 -0.134
C 1.0476 1.2040 1.1958 0.80 -1.18 -0.98 0.103
C 2.2909 -0.4363 0.6042 -0.16 -0.47 -0.07 0.190
N 1.1953 -1.0204 1.2298 0.39 0.50 -0.49 -0.559
N 2.2445 0.8493 0.5409 -0.24 0.40 0.66 -0.456
H -0.3964 0.1948 2.2811 -0.43 -1.22 -0.28 0.221
H 0.8322 -1.8614 0.7994 -0.05 -0.15 0.58 0.414
H 1.3116 3.0409 2.2148 0.02 0.20 -0.18 0.224
H -0.3271 2.8341 1.5733 -0.02 -0.32 0.29 0.216
H 3.1237 -1.0363 0.2782 -0.07 -0.14 -0.31 0.192
H 0.9250 3.1899 0.4665 0.42 -0.03 0.08 0.232
C -1.9715 -1.1151 -1.3815 0.61 -0.33 -0.72 -0.390
C -3.4521 -1.4692 -1.6974 0.67 0.89 -0.37 -0.619
C -1.0815 -0.3569 -2.4432 -2.31 -0.93 1.15 -0.603
H -1.5344 -2.0978 -1.1779 0.49 0.36 0.40 0.181
H -1.9215 -0.4595 -0.5155 -0.04 -0.41 0.42 0.196
H -3.7830 -1.1782 -2.7003 0.14 0.20 0.10 0.203
H -3.5774 -2.5461 -1.6548 -0.31 -0.02 0.32 0.207
H -1.6181 0.5908 -2.5132 0.60 0.26 -0.56 0.202
H -1.1304 -0.9183 -3.3705 0.39 0.24 -0.29 0.200
H -4.0474 -0.9262 -0.9640 -0.46 -0.44 -0.14 0.210
H -0.0917 -0.2502 -2.0217 0.28 0.18 -0.26 0.213
```
Forces are in eV/Å.

Results
* DFT total energy: -384.59910 hartree
* SMILES: Cc1c[nH]cn1.CCC
* gap between HOMO and LUMO: 9.655 eV
* relative energy (zero: lowest compared OMol25 entry of this formula, charge and spin): 86.1 kJ/mol



Entry 2:
This record from the OMol25 dataset describes a cluster of 2 separate species, C2H7N2O in total at a distorted geometry. The level of theory is ωB97M-V/def2-TZVPD.

The geometry in XYZ format:
```
12
Properties=species:S:1:pos:R:3:forces:R:3:nbo_charge:R:1
C 0.9029 -0.2833 0.0514 2.95 -1.08 1.15 -0.064
C -1.0013 0.8107 -0.7328 1.48 -0.41 4.34 0.445
N 0.2255 0.4135 -1.0220 -2.22 2.07 -2.40 -0.565
N 0.0398 -0.5929 1.2099 -0.77 0.17 -4.41 -0.785
O -1.7367 1.7451 -1.2264 0.36 -0.66 -0.62 -0.567
H 1.4290 -1.1824 -0.3432 -0.82 0.38 0.27 0.231
H 1.7387 0.3898 0.2942 -0.33 -0.26 0.63 0.226
H -0.9166 0.3747 0.6652 -1.07 -0.32 -2.46 0.299
H 0.7710 0.8176 -1.8451 -0.64 -1.08 1.51 0.436
H -0.3351 -1.5230 1.1561 -0.22 -0.24 0.13 0.421
H 0.2001 -0.3086 2.1076 1.35 0.97 2.56 0.426
H -1.3395 2.1360 -2.0108 -0.07 0.48 -0.69 0.495
```
Forces are in eV/Å.

Results
* DFT total energy: -264.82430 hartree
* gap between HOMO and LUMO: 11.003 eV
* total charge: +1
* relative energy (zero: lowest compared OMol25 entry of this formula, charge and spin): 280.6 kJ/mol



Entry 3:
This record from the OMol25 dataset describes a cluster of 2 separate species, C4H7BrN2 in total at a distorted geometry. The level of theory is ωB97M-V/def2-TZVPD.

The geometry in XYZ format:
```
14
Properties=species:S:1:pos:R:3:forces:R:3:nbo_charge:R:1
C 1.5220 -0.4488 -1.2752 0.01 -2.16 -2.77 -0.186
C -2.2227 -1.1382 2.0973 -0.51 -1.11 0.15 0.030
C 1.8111 0.4405 -2.3572 3.52 2.83 2.30 -0.614
C -1.9370 0.2361 2.4473 -1.50 -0.05 -2.14 -0.844
N 1.0838 -0.1454 -0.1723 -0.91 1.81 5.11 0.061
N 0.8258 0.1862 0.9024 0.07 -0.48 -1.44 -0.110
Br -2.9372 -1.3877 0.3627 0.25 0.28 0.05 0.019
H 1.4589 -1.4502 -1.5518 0.00 -1.90 0.16 0.216
H 1.3991 0.2741 -3.2580 -1.82 -0.92 -2.96 0.219
H 2.9237 0.4351 -2.4986 -0.72 0.18 -0.15 0.215
H 1.5607 1.4308 -2.0042 -0.01 0.61 -0.37 0.217
H -0.8969 0.1731 2.1793 1.37 0.18 1.12 0.318
H -2.2367 0.9786 1.7134 -0.61 0.41 -0.03 0.202
H -2.3547 0.4158 3.4150 0.84 0.31 0.97 0.259
```
Forces are in eV/Å.

Results
* DFT total energy: -2839.91278 hartree
* gap between HOMO and LUMO: 8.387 eV
* relative energy (zero: lowest compared OMol25 entry of this formula, charge and spin): 480.6 kJ/mol



Entry 4:
This record from the OMol25 dataset describes a structure of composition C20H22ClGaNO2P at a distorted geometry. The level of theory is ωB97M-V/def2-TZVPD.

The geometry in XYZ format:
```
48
Properties=species:S:1:pos:R:3:forces:R:3:nbo_charge:R:1
Ga 0.1265 0.4726 2.1272 -1.10 -0.70 4.20 1.525
Cl 0.1451 1.3323 4.2686 0.46 -0.39 -2.32 -0.452
P 0.1303 0.4163 -0.0448 0.29 1.23 -5.99 0.836
C -1.2151 -0.4021 -0.9739 -0.73 -0.39 1.12 -0.393
C -1.0528 -1.1336 -2.1534 0.42 -0.15 0.09 -0.169
C -2.1612 -1.6982 -2.7866 0.00 0.23 0.17 -0.188
C -3.4372 -1.5349 -2.2506 0.25 0.12 0.17 -0.137
C -3.6053 -0.8194 -1.0624 0.13 0.11 0.06 -0.213
C -2.5006 -0.2651 -0.4236 0.07 -0.14 -0.14 -0.116
C -0.1180 2.1925 -0.4259 -0.16 0.53 0.73 -0.302
C 0.7385 3.0929 0.2325 -0.44 0.01 -0.09 -0.252
C 0.5804 4.4663 0.0650 0.08 -0.15 0.00 -0.172
C -0.4293 4.9557 -0.7656 -0.03 -0.32 -0.04 -0.152
C -1.2791 4.0675 -1.4269 0.26 -0.02 0.10 -0.180
C -1.1293 2.6912 -1.2571 0.04 -0.23 0.09 -0.206
C 1.6906 0.0577 -0.9354 0.66 -0.26 1.01 -0.268
C 2.7728 -0.4342 -0.1954 -0.08 0.07 -0.33 -0.204
C 4.0026 -0.6662 -0.8107 -0.07 0.04 0.02 -0.197
C 4.1629 -0.3959 -2.1699 -0.24 0.03 0.22 -0.145
C 3.0974 0.1246 -2.9087 -0.12 -0.06 0.35 -0.178
C 1.8687 0.3583 -2.2939 -0.26 0.14 0.01 -0.219
H 1.5293 2.7075 0.8744 0.11 0.14 0.01 0.209
H 1.2427 5.1531 0.5841 -0.09 -0.11 -0.10 0.244
H -0.5537 6.0268 -0.8971 0.02 -0.17 0.04 0.249
H -2.0637 4.4468 -2.0758 0.13 -0.09 0.10 0.248
H -1.7982 2.0049 -1.7669 0.04 0.13 0.05 0.239
H -0.0623 -1.2803 -2.5697 -0.14 -0.07 0.01 0.238
H -2.0230 -2.2734 -3.6979 0.02 0.14 0.15 0.249
H -4.2974 -1.9741 -2.7481 0.14 0.06 0.10 0.248
H -4.5953 -0.7025 -0.6304 0.18 -0.02 -0.06 0.245
H -2.6129 0.2720 0.5160 -0.24 -0.04 -0.10 0.197
H 2.6376 -0.6119 0.8694 0.22 -0.18 -0.03 0.187
H 4.8352 -1.0488 -0.2267 -0.14 0.06 -0.11 0.243
H 5.1208 -0.5733 -2.6509 -0.16 0.02 0.09 0.249
H 3.2289 0.3582 -3.9616 -0.08 -0.03 0.18 0.250
H 1.0528 0.7932 -2.8647 0.12 -0.03 0.02 0.239
H 0.0181 -6.1250 -4.0463 0.07 0.00 0.01 -0.001
H 0.7602 -6.0926 -4.0142 -0.07 0.00 0.00 0.001
N 0.4549 -1.7655 5.2160 1.31 -0.24 0.56 -0.671
C -0.9579 -1.6364 4.8578 -1.97 0.16 0.51 -0.353
C -1.1824 -1.9356 3.4032 -4.02 -5.95 -2.93 0.720
O -1.8619 -3.0182 3.1021 3.50 5.44 1.89 -0.500
O -0.7597 -1.1773 2.4018 0.89 0.88 0.87 -0.884
H 0.7597 -2.7575 5.0797 -0.15 0.81 0.21 0.463
H 0.5755 -1.5133 6.2230 0.21 -0.21 -0.84 0.468
H 1.0587 -1.1495 4.6316 -0.38 -0.31 0.69 0.448
H -1.5327 -2.3677 5.4692 0.45 0.37 -0.66 0.285
H -1.3607 -0.6367 5.1112 0.60 -0.46 -0.09 0.271
```
Forces are in eV/Å.

Results
* DFT total energy: -3706.30537 hartree
* gap between HOMO and LUMO: 6.927 eV
* total charge: +2



Entry 5:
This record from the OMol25 dataset describes an isolated molecule of C4H11N3 at a distorted geometry. The level of theory is ωB97M-V/def2-TZVPD.

The geometry in XYZ format:
```
18
Properties=species:S:1:pos:R:3:forces:R:3:nbo_charge:R:1
C -1.0996 0.1083 1.2944 -0.02 0.87 -1.05 -0.222
C 0.4469 0.0818 1.3172 0.10 -1.20 0.11 -0.430
C 1.1433 0.5362 0.0307 0.34 -0.47 0.63 -0.228
N 0.0443 -1.6179 -2.7207 -0.95 -0.68 -0.57 -0.733
C 0.2555 -0.7284 -1.8608 0.27 0.26 1.09 0.298
N 1.2916 -0.4990 -0.9796 -0.59 -0.37 -0.44 -0.625
N -1.5405 1.2722 0.5136 0.42 0.53 0.38 -0.881
H -1.5416 -0.7463 0.7874 0.24 -0.35 0.22 0.198
H -1.4797 0.1742 2.3113 -0.07 -0.32 0.13 0.184
H 0.8123 -0.9409 1.4816 -0.33 -0.11 0.08 0.202
H 0.8251 0.5780 2.2099 -0.05 0.63 -0.16 0.205
H 0.5950 1.3769 -0.3745 0.19 0.14 -0.27 0.231
H 2.1592 0.8060 0.2856 0.19 0.52 0.11 0.197
H 0.6155 -2.4517 -2.7801 0.68 0.36 0.19 0.338
H -0.5188 0.0105 -1.6745 -0.10 0.42 -0.55 0.148
H 1.8964 -1.2798 -0.7705 0.09 0.11 -0.02 0.379
H -2.3033 1.2050 -0.1329 -0.28 -0.40 0.20 0.378
H -1.6017 2.1149 1.0617 -0.15 0.06 -0.07 0.362
```
Forces are in eV/Å.

Results
* DFT total energy: -323.24484 hartree
* SMILES: [H]/N=C\NCCCN
* gap between HOMO and LUMO: 9.740 eV
* relative energy (zero: lowest compared OMol25 entry of this formula, charge and spin): 162.0 kJ/mol



Entry 6:
This record from the OMol25 dataset describes a cluster of 2 separate species, C8H12N2O3 in total at a distorted geometry. The level of theory is ωB97M-V/def2-TZVPD.

The geometry in XYZ format:
```
25
Properties=species:S:1:pos:R:3:forces:R:3:nbo_charge:R:1
C 4.0073 1.0271 0.2513 -0.01 -0.34 1.41 0.822
C 3.1214 1.7748 0.9650 0.50 0.38 0.03 -0.207
C 0.6507 -0.8587 -1.0704 0.21 0.72 -0.01 0.275
C 3.7498 2.5978 2.1093 -1.24 -2.54 -0.42 -0.631
C -1.0911 -0.2857 0.5196 -1.12 1.17 -2.64 -0.592
C -1.0797 -2.6366 -0.4962 -1.20 1.08 -1.18 -0.591
C -1.6406 -0.6941 -1.9373 0.24 -0.68 1.52 -0.581
C -0.7338 -1.0912 -0.7706 -2.04 -1.54 0.59 -0.123
N 1.8320 1.7119 0.5932 -0.65 0.27 -0.32 0.057
N 1.6670 -0.3157 -1.0773 -2.68 -2.07 0.22 0.208
O 1.0552 2.4288 1.2131 -0.36 0.19 0.44 -0.423
O 2.8269 -0.1067 -1.0572 3.74 1.15 -0.59 -0.444
O 5.0334 0.5310 0.1320 0.37 -0.03 -0.82 -0.424
H 3.8797 1.8753 2.9336 0.34 0.40 -0.14 0.218
H 3.0076 3.2941 2.4623 0.23 0.83 -0.30 0.255
H 4.6882 2.8736 1.6877 0.69 1.14 0.50 0.225
H -2.1717 -0.0965 0.7140 0.62 -0.90 -0.24 0.219
H -0.5817 -0.7486 1.2751 0.94 -0.95 2.44 0.210
H -0.6987 0.7015 0.3719 0.43 0.64 0.20 0.238
H -0.4029 -3.2284 0.1182 -0.08 0.44 0.33 0.223
H -1.1970 -3.1915 -1.4680 0.17 0.59 0.82 0.211
H -2.1198 -2.4862 -0.0734 1.22 -0.92 -0.12 0.216
H -2.5577 -1.2127 -1.8058 -1.18 -0.06 0.35 0.209
H -1.2982 -1.0658 -2.8388 1.10 -0.59 -1.96 0.212
H -1.7816 0.3400 -1.9964 -0.26 1.61 -0.10 0.217
```
Forces are in eV/Å.

Results
* DFT total energy: -647.02411 hartree
* SMILES: CC(C)(C)C#[N+][O-].CC(=C=O)N=O
* gap between HOMO and LUMO: 8.925 eV
* relative energy (zero: lowest compared OMol25 entry of this formula, charge and spin): 643.9 kJ/mol